(1)
Below is 6 unconnected molecules or ions with the total composition C26H47BrNO10S in a non-equilibrium geometry, with properties calculated with wB97M-V/def2-TZVPD.

Summary:
**Gap between HOMO and LUMO**: 7.38 eV
**Highest occupied orbital energy**: -11.47 eV
**Net charge**: +1

The geometry in XYZ format:
```
86
C26H47BrNO10S wB97M-V/def2-TZVPD
O -3.981 7.099 -3.894
H -0.564 -8.179 5.858
C -0.355 -7.358 5.175
O 0.699 2.127 -1.538
H -0.354 -9.615 0.921
C -1.010 3.778 -1.508
C -3.568 1.733 -0.950
C 0.489 -2.226 -0.285
O -0.576 -3.283 3.718
H 2.688 -11.088 1.300
H -1.355 -5.852 6.393
O -0.044 -4.930 5.056
C 0.063 -2.552 0.787
C 2.914 -9.085 0.476
H -2.389 2.736 0.580
C 1.024 -0.770 -2.082
H -0.221 4.527 -1.461
H -3.592 0.760 -1.444
H -0.748 -11.114 1.779
H -0.928 8.216 -1.294
C 2.926 -10.074 1.623
H 1.481 7.111 2.692
H -4.520 1.892 -0.446
C 3.876 6.620 -0.429
C 0.063 -10.458 1.472
S 1.644 0.357 -4.640
C -0.045 -2.764 -2.680
H 1.525 -0.004 -1.500
O 1.485 6.333 0.127
H 4.111 5.800 0.245
H 3.625 -9.386 -0.294
H -1.078 -2.521 -2.925
H -2.113 10.390 -1.426
C -2.274 -4.917 4.028
H -1.326 8.742 -4.790
C -0.394 -6.036 5.910
C 0.743 -9.938 2.716
H 4.421 6.449 -1.354
O 2.027 7.257 -1.778
C -0.417 2.433 -1.190
O 0.126 -9.696 3.718
H 2.494 4.740 1.018
H 1.925 -9.011 0.020
H -2.557 1.010 0.797
H 0.842 5.027 1.517
C 2.410 6.743 -0.764
H -1.786 4.093 -0.815
C -0.915 -4.306 4.273
C -1.379 10.112 -2.183
H 4.214 7.557 0.012
O -2.510 7.969 -2.517
H -2.927 9.454 -5.078
H 3.184 -8.091 0.834
H -1.085 -7.392 4.367
C 0.844 -2.316 -3.852
H 0.356 -6.028 6.699
C -2.384 8.524 -4.918
H 3.920 -10.112 2.064
H -0.502 8.285 -2.983
H -2.483 7.901 -5.803
N 0.525 -1.859 -1.608
H 0.624 -7.519 4.732
Br 0.261 -4.599 -2.177
H -2.990 -4.111 3.886
H -1.714 10.536 -3.130
H 0.451 -2.469 -4.854
C -3.009 7.792 -3.753
H -0.191 -3.061 1.702
C -2.429 1.787 0.045
H 0.639 1.173 -5.015
H -0.309 -0.569 -3.633
H 3.162 6.886 2.237
C 2.233 6.359 2.452
C 0.768 -0.786 -3.565
H -0.420 10.561 -1.925
H 1.871 -2.656 -3.733
H -1.416 3.754 -2.519
H 2.389 5.728 3.327
H 0.713 -11.031 0.815
O -1.161 1.502 -0.574
H -2.636 -5.534 4.846
H -3.461 2.490 -1.727
O 2.060 -9.664 2.687
H -2.229 -5.517 3.120
C 1.780 5.526 1.271
C -1.250 8.605 -2.258
```


(2)
Below is 19 unconnected molecules or ions with the total composition C26H47Cl36FN2O2S in a non-equilibrium geometry, with properties calculated with wB97M-V/def2-TZVPD.

Summary:
**Gap between HOMO and LUMO**: 10.67 eV
**Highest occupied orbital energy**: -10.71 eV

The geometry in XYZ format:
```
115
C26H47Cl36FN2O2S wB97M-V/def2-TZVPD
H 6.083 -4.499 0.654
H -0.603 6.786 2.782
C 0.984 -3.270 1.248
C -1.922 10.236 -1.576
Cl -4.252 1.433 -0.882
Cl -4.830 -3.943 -6.046
Cl -10.221 -0.500 3.639
H 3.737 9.042 5.436
C -2.370 -6.883 2.388
H 0.566 -2.914 6.677
H 5.264 -0.425 3.795
Cl 5.003 -2.591 -0.221
C -1.465 -7.711 -4.919
Cl 4.008 7.074 6.704
Cl -2.857 -1.061 -0.257
H -1.509 10.147 -2.578
C 1.866 9.614 2.505
H 1.424 -6.394 -3.289
Cl 7.040 -0.083 2.285
S 4.464 3.040 -0.232
H 0.778 2.877 1.372
Cl 1.669 -0.185 -6.565
H 1.112 -2.329 0.717
H 2.840 2.116 -1.771
H 2.503 9.288 1.686
C 2.459 1.193 0.153
Cl -9.259 -2.762 -0.467
H 5.229 8.169 5.010
C 0.477 3.394 0.419
C 0.443 -0.316 -5.298
H -0.118 0.613 -0.219
H -4.037 -9.410 -3.704
F 0.146 1.412 -2.134
Cl -3.611 9.717 -1.602
C -4.232 -0.016 0.132
H -5.154 -0.572 -0.032
C 5.263 -3.864 0.982
C -7.586 -2.200 -0.408
Cl -0.645 -3.888 0.937
Cl 6.208 -2.709 -4.614
C -0.607 1.360 -0.912
Cl -2.089 -6.597 4.109
Cl -1.514 -5.947 -4.830
Cl -2.291 5.378 1.933
H -4.163 0.285 1.175
Cl 2.791 10.687 3.561
H 0.387 0.628 -4.762
H -0.517 -0.538 -5.758
H -4.130 -1.948 -7.086
Cl -3.685 -7.982 -1.862
C -3.631 -2.854 -6.753
H -7.026 -2.830 0.280
H 1.009 10.157 2.113
Cl -7.492 -0.521 0.146
Cl 1.291 8.192 3.384
C 0.795 -6.015 -2.486
Cl 3.813 -4.851 1.185
Cl 1.765 -4.968 -1.440
H 5.056 0.767 -0.874
H -1.170 3.491 -1.063
H 6.557 1.654 -0.140
O 4.999 3.899 -1.315
C 2.187 5.050 -0.472
C -1.414 6.907 2.068
Cl 2.557 -1.894 5.937
Cl -0.739 7.395 0.509
Cl 0.293 -0.660 7.306
H 1.128 3.596 -1.675
C 1.630 3.585 -0.657
H 1.631 -2.459 8.030
H -7.156 -2.267 -1.404
Cl -1.774 11.915 -1.042
C 6.305 -0.737 3.753
H -1.632 0.927 -1.172
Cl -4.001 -7.501 2.096
C 5.453 1.472 -0.077
C -9.675 0.953 2.794
Cl 5.518 9.566 6.887
H 5.511 -3.404 1.939
H -2.247 -5.946 1.851
N 2.275 0.336 0.922
C 2.750 2.461 -0.690
H -5.484 -8.451 -3.312
H -0.521 -8.016 -5.365
Cl -8.790 2.033 3.879
H 5.124 1.037 0.917
H -1.648 -7.612 2.029
Cl 0.133 -7.382 -1.580
H -9.018 0.660 1.979
H 0.161 4.442 0.731
Cl 0.839 -1.601 -4.151
H -1.547 -8.117 -3.913
Cl -2.383 -2.422 -5.577
H -10.541 1.480 2.402
Cl 1.250 -2.994 2.973
C -0.853 2.765 -0.250
H -2.098 7.678 2.415
H -1.622 2.651 0.564
H -0.023 -5.437 -2.901
Cl 6.370 -2.503 3.778
C -4.661 -9.031 -2.900
Cl -2.793 -8.339 -5.903
H 5.900 -3.463 -2.402
N 2.782 6.020 -0.223
Cl -5.321 -10.397 -1.992
H 6.841 -0.352 4.618
H -3.160 -3.350 -7.599
H 1.710 -3.997 0.892
H 4.597 -4.009 -3.485
C 4.591 8.496 5.828
C 1.224 -2.143 7.072
Cl 6.481 -5.424 -3.574
H -1.370 9.600 -0.889
O 4.517 3.669 1.110
C 5.671 -3.863 -3.387
```


(3)
Below is 7 unconnected molecules or ions with the total composition C26H47F4O21P2 in a non-equilibrium geometry, with properties calculated with wB97M-V/def2-TZVPD.

Summary:
**Gap between HOMO and LUMO**: 6.74 eV
**Energy above the lowest of the compared OMol25 structures with the same formula, charge and spin**: 0.084 eV
**Highest occupied orbital energy**: -4.72 eV
**Net charge**: -1

The geometry in XYZ format:
```
100
C26H47F4O21P2 wB97M-V/def2-TZVPD
H 12.215 -24.596 1.919
C 10.241 -21.942 5.802
H 8.638 -21.487 1.893
H 13.473 -21.363 4.321
C 18.866 -24.141 3.479
H 18.898 -24.028 4.567
C 14.029 -21.712 5.197
C 10.129 -21.138 -0.425
H 14.513 -20.714 7.061
O 6.900 -24.477 7.926
H 14.607 -25.400 2.230
C 9.137 -22.380 6.739
H 9.613 -25.347 4.890
C 7.133 -25.667 8.493
H 15.539 -20.225 5.658
C 5.533 -26.015 6.971
O 4.376 -20.212 4.988
H 7.276 -19.503 5.598
H 10.008 -22.633 2.294
H 8.957 -27.933 0.768
H 17.315 -24.674 1.999
O 10.634 -17.859 8.772
C 11.095 -26.673 3.821
C 5.306 -20.338 6.019
H 11.840 -26.661 4.619
O 15.030 -22.742 5.123
H 9.522 -22.648 7.735
C 9.606 -21.896 1.603
H 18.855 -23.119 3.103
C 6.365 -25.251 1.644
O 9.083 -25.749 2.836
H 6.969 -24.664 5.877
C 10.026 -25.578 3.904
H 9.101 -19.666 7.093
H 5.653 -25.811 -0.342
H 5.924 -25.051 2.623
O 16.361 -21.948 3.080
C 10.295 -17.933 7.414
H 7.250 -21.266 5.347
H 13.181 -22.179 5.710
H 10.737 -27.704 3.805
C 8.927 -18.640 7.420
F 11.856 -21.338 1.827
H 10.379 -20.226 2.641
C 12.980 -24.475 1.147
F 10.279 -16.629 6.984
H 4.777 -24.455 0.438
C 17.535 -24.778 3.063
O 6.321 -20.242 3.919
H 4.586 -25.769 7.456
P 15.614 -23.073 3.664
P 7.889 -26.810 3.060
O 7.047 -26.545 1.722
H 10.893 -21.190 6.294
F 5.285 -23.718 6.601
O 8.458 -28.270 2.738
C 14.549 -20.540 5.986
C 5.285 -25.402 0.600
H 13.890 -19.685 5.807
H 4.644 -26.197 0.984
F 5.200 -19.246 6.851
O 7.856 -25.864 9.419
C 9.557 -18.081 9.532
H 8.653 -23.240 6.279
C 6.666 -20.349 5.304
C 6.247 -24.695 6.690
H 17.575 -25.865 3.171
O 7.084 -26.671 4.293
H 5.264 -26.579 6.084
C 10.611 -20.751 1.713
C 14.346 -24.431 1.786
O 8.523 -18.525 8.781
C 5.018 -20.278 3.753
H 10.600 -29.660 1.678
H 12.913 -25.338 0.484
H 10.881 -22.833 5.647
H 11.659 -26.619 2.886
O 14.321 -23.478 2.832
H 7.121 -24.473 1.536
O 9.495 -18.001 10.712
O 16.451 -24.400 3.912
H 8.470 -21.602 7.124
H 12.684 -23.551 0.652
H 15.101 -24.275 1.007
H 7.572 -29.075 1.096
O 9.739 -21.367 4.650
O 4.415 -20.268 2.733
H 10.498 -24.602 3.743
O 10.470 -20.166 0.446
H 19.708 -24.803 3.292
C 9.577 -29.896 1.389
H 5.378 -21.196 6.700
H 10.952 -18.495 6.751
H 8.167 -18.160 6.810
H 9.644 -30.266 0.359
O 9.611 -22.191 0.210
H 9.295 -30.788 1.950
O 6.483 -26.651 7.849
O 10.216 -21.042 -1.617
C 8.568 -28.744 1.380
```